(1)
{"formula": "C5H11N", "method": "ωB97M-V with the def2-TZVPD basis set", "e_tot_ev": -6850.953, "mol_weight_da": 85.15, "fmax_ev_per_a": 2.10, "relative_energy_ev": 2.576, "e_homo_ev": -7.3, "smiles": "C/C=C/NCC", "elements": ["C", "C", "C", "N", "C", "C", "H", "H", "H", "H", "H", "H", "H", "H", "H", "H", "H"], "coordinates": [[1.9682, -0.5069, 1.1171], [1.5536, 0.7481, 0.4075], [0.7984, 0.7042, -0.7230], [-0.4925, 1.2014, -0.9043], [-1.6107, 0.2514, -1.0258], [-1.5618, -0.8964, -0.0387], [2.5734, -1.2185, 0.5510], [2.5347, -0.2416, 2.0149], [1.0999, -1.0431, 1.5041], [1.4477, 1.6885, 0.9511], [1.2198, 0.2240, -1.6096], [-0.6875, 1.9367, -0.2376], [-1.6645, -0.0409, -2.0715], [-2.4564, 0.8708, -0.7319], [-2.5155, -1.4051, 0.1234], [-1.3495, -0.5902, 0.9892], [-0.8573, -1.6823, -0.3161]], "nbo_charge": [-0.632, -0.298, 0.046, -0.649, -0.206, -0.643, 0.216, 0.211, 0.205, 0.179, 0.180, 0.360, 0.195, 0.199, 0.216, 0.211, 0.210]}


(2)
{"formula": "C14H20N2O3", "method": "ωB97M-V with the def2-TZVPD basis set", "e_tot_ev": -23966.352, "mol_weight_da": 264.32, "fmax_ev_per_a": 2.49, "relative_energy_ev": 0.805, "e_homo_ev": -9.0, "smiles": "CC(C)[C@H](NC(=O)[C@@H](N)Cc1ccccc1)C(=O)O", "elements": ["C", "C", "C", "C", "N", "C", "O", "C", "N", "C", "C", "C", "C", "C", "C", "C", "C", "O", "O", "H", "H", "H", "H", "H", "H", "H", "H", "H", "H", "H", "H", "H", "H", "H", "H", "H", "H", "H", "H"], "coordinates": [[-2.4159, 0.9750, 1.9680], [-1.5916, -0.2067, 2.4601], [-2.5048, -1.2820, 3.1241], [-0.7814, -0.8123, 1.3030], [-1.6143, -1.2902, 0.2213], [-1.2256, -1.6201, -1.0498], [-1.9127, -2.2808, -1.7836], [0.1076, -0.9972, -1.5438], [0.6083, -1.6924, -2.7350], [-0.1003, 0.5013, -1.8401], [1.1498, 1.3066, -1.7977], [1.3130, 2.3007, -0.8306], [2.4721, 3.0483, -0.7360], [3.5233, 2.8244, -1.6478], [3.3824, 1.8104, -2.5990], [2.2067, 1.0764, -2.6667], [0.1920, -1.9121, 1.7448], [0.3713, -2.9582, 1.1970], [0.8589, -1.5529, 2.8801], [-2.9089, 1.4584, 2.7889], [-3.2090, 0.6746, 1.2675], [-1.7999, 1.7248, 1.5108], [-0.8885, 0.1236, 3.1738], [-3.3008, -1.5885, 2.4630], [-1.9285, -2.1628, 3.4921], [-2.9820, -0.8817, 4.0376], [-0.1032, 0.0173, 0.9521], [-2.4426, -1.8527, 0.5219], [0.8605, -1.0291, -0.7911], [0.9398, -2.5884, -2.4579], [-0.2819, -1.9145, -3.2901], [-0.8030, 0.8900, -1.1441], [-0.5849, 0.5748, -2.8035], [0.5135, 2.4945, -0.1341], [2.6060, 3.8002, -0.0083], [4.4721, 3.3855, -1.6104], [4.2018, 1.6142, -3.2837], [2.1088, 0.3059, -3.4536], [1.4918, -2.2839, 3.1007]], "nbo_charge": [-0.606, -0.211, -0.622, -0.154, -0.636, 0.696, -0.609, -0.144, -0.822, -0.414, -0.053, -0.163, -0.234, -0.214, -0.210, -0.201, 0.786, -0.577, -0.700, 0.216, 0.215, 0.209, 0.225, 0.201, 0.216, 0.223, 0.240, 0.405, 0.202, 0.361, 0.375, 0.208, 0.226, 0.190, 0.209, 0.213, 0.213, 0.238, 0.502]}


(3)
{"formula": "C5H16IN4O3", "method": "ωB97M-V with the def2-TZVPD basis set", "charge": -1, "e_tot_ev": -25653.086, "mol_weight_da": 307.11, "fmax_ev_per_a": 2.04, "relative_energy_ev": 0.000, "e_homo_ev": -4.9, "elements": ["I", "C", "C", "C", "O", "H", "H", "H", "H", "H", "H", "H", "H", "C", "O", "N", "N", "H", "H", "H", "H", "C", "O", "N", "N", "H", "H", "H", "H"], "coordinates": [[-11.9796, -9.0122, 26.0764], [-8.9302, -10.1190, 28.9583], [-9.4854, -8.7829, 29.4731], [-8.6208, -8.2127, 30.5972], [-9.7403, -7.8215, 28.4874], [-8.6118, -10.8155, 29.7297], [-8.1203, -9.8782, 28.2577], [-9.6395, -10.5701, 28.2596], [-10.4709, -9.0794, 29.8674], [-7.6176, -7.9563, 30.2423], [-8.6377, -8.9860, 31.3645], [-8.9111, -7.2332, 30.9829], [-10.2727, -8.2641, 27.7952], [-12.3767, -8.2020, 21.8225], [-12.7418, -8.0421, 20.6531], [-13.2676, -8.2445, 22.8463], [-11.1008, -8.5560, 22.1641], [-14.2266, -8.2080, 22.5667], [-12.9543, -8.5460, 23.7659], [-11.0197, -8.9600, 23.0871], [-10.3732, -8.6904, 21.4938], [-15.9594, -6.3521, 25.0933], [-15.3075, -5.3494, 25.3622], [-17.3284, -6.3439, 24.8924], [-15.4110, -7.5784, 24.9990], [-17.8553, -5.5187, 25.1032], [-17.6993, -7.0432, 24.2773], [-15.9687, -8.3927, 24.8274], [-14.5355, -7.6970, 25.4991]], "nbo_charge": [-0.900, -0.649, 0.108, -0.624, -0.749, 0.198, 0.202, 0.229, 0.139, 0.199, 0.198, 0.212, 0.500, 0.772, -0.715, -0.864, -0.857, 0.397, 0.416, 0.406, 0.394, 0.769, -0.649, -0.873, -0.854, 0.398, 0.376, 0.377, 0.443]}


(4)
{"formula": "C28H41IrN7O8PS3", "method": "ωB97M-V with the def2-TZVPD basis set", "charge": 2, "e_tot_ev": -101134.228, "mol_weight_da": 923.07, "fmax_ev_per_a": 2.42, "relative_energy_ev": 3.616, "e_homo_ev": -13.0, "elements": ["Ir", "C", "C", "C", "C", "C", "C", "C", "S", "O", "O", "N", "C", "C", "O", "O", "H", "H", "H", "H", "H", "H", "H", "H", "H", "N", "C", "P", "O", "O", "C", "N", "H", "H", "H", "H", "H", "H", "H", "H", "H", "H", "C", "C", "C", "C", "C", "C", "C", "S", "C", "O", "H", "H", "H", "H", "H", "H", "H", "H", "H", "H", "C", "N", "C", "N", "O", "H", "H", "H", "H", "H", "H", "N", "C", "N", "C", "C", "C", "C", "C", "C", "S", "H", "H", "H", "H", "H", "H"], "coordinates": [[0.6032, 0.2342, 0.1599], [-6.8552, -0.8063, 1.2742], [-5.4522, -0.3150, 1.4721], [-5.1284, 0.5024, 2.5568], [-3.8252, 0.8959, 2.7891], [-2.8302, 0.4754, 1.9093], [-3.1301, -0.3025, 0.7887], [-4.4374, -0.6869, 0.5846], [-1.1744, 0.7413, 2.3902], [-1.1528, 1.1807, 3.7610], [-0.3713, -0.4763, 2.1437], [-0.3147, 1.8410, 1.5266], [-1.0853, 2.8634, 0.8593], [-1.6516, 2.2690, -0.4692], [-2.5759, 2.8375, -0.9811], [-0.9982, 1.1891, -0.8633], [-7.5602, -0.2382, 1.8778], [-6.9299, -1.8578, 1.5599], [-7.1502, -0.7377, 0.2266], [-5.9046, 0.8162, 3.2445], [-3.5695, 1.5015, 3.6490], [-2.3560, -0.5910, 0.0924], [-4.6757, -1.3094, -0.2700], [-0.4546, 3.6923, 0.5398], [-1.9446, 3.2177, 1.4266], [4.7923, -1.2377, 1.9163], [4.4588, -0.2413, 3.0102], [2.9710, 0.7187, 2.3920], [3.3294, 2.0472, 1.8350], [2.4227, -0.3427, 1.4184], [1.9332, 1.0138, 3.8822], [1.3580, 2.3846, 3.7276], [3.8905, -1.2922, 1.3768], [5.0682, -2.1526, 2.2603], [5.5192, -0.8899, 1.2962], [5.2944, 0.4280, 3.1948], [4.2161, -0.7828, 3.9226], [2.5369, 0.9565, 4.7859], [1.1218, 0.2931, 3.9349], [0.7079, 2.3719, 2.8713], [2.1002, 3.0622, 3.5605], [0.7714, 2.6302, 4.5224], [3.8134, -6.0808, 1.2572], [2.4819, -5.3719, 1.2609], [1.4240, -5.8402, 0.4868], [0.1956, -5.1869, 0.4796], [0.0140, -4.0657, 1.2694], [1.0557, -3.5722, 2.0452], [2.2750, -4.2343, 2.0398], [-1.5526, -3.1754, 1.1626], [-2.2530, -3.8386, 2.6975], [-2.3135, -3.8518, 0.0551], [3.7302, -7.0564, 0.7825], [4.1823, -6.2162, 2.2754], [4.5617, -5.5078, 0.7020], [1.5572, -6.7271, -0.1239], [-0.6292, -5.5417, -0.1288], [0.9098, -2.6699, 2.6267], [3.0829, -3.8759, 2.6764], [-2.1739, -4.9243, 2.7118], [-3.2989, -3.5275, 2.7201], [-1.7022, -3.3866, 3.5262], [-0.3359, -4.2240, -3.2619], [-0.6751, -3.3100, -2.1840], [0.2036, -2.5591, -1.5432], [1.5137, -2.6641, -1.8484], [-0.1987, -1.7801, -0.6067], [-1.2505, -4.6401, -3.6716], [0.2964, -5.0462, -2.9129], [0.1862, -3.6868, -4.0577], [-1.5869, -3.3614, -1.7384], [1.8269, -3.1534, -2.6684], [2.1205, -1.9826, -1.4328], [3.8212, 1.2460, -0.7399], [3.0310, 0.8141, -1.7444], [1.7589, 0.4995, -1.6423], [1.2187, 0.0970, -2.8955], [-0.1093, -0.1920, -3.1921], [-0.4382, -0.5725, -4.4810], [0.5323, -0.6775, -5.4771], [1.8499, -0.3619, -5.2024], [2.1701, 0.0329, -3.9117], [3.7269, 0.5498, -3.3098], [3.3878, 1.6516, 0.0881], [4.6950, 1.6670, -1.0127], [-0.8687, -0.0715, -2.4368], [-1.4741, -0.7746, -4.7247], [0.2506, -0.9747, -6.4793], [2.6099, -0.4031, -5.9742]], "lowdin_charge": [1.438, -0.025, -0.227, -0.004, -0.031, -0.288, -0.068, 0.001, 0.647, -0.278, -0.416, -0.302, -0.159, -0.596, 0.128, -0.199, 0.085, 0.097, 0.093, 0.127, 0.119, 0.085, 0.133, 0.133, 0.132, 0.157, -0.135, 0.493, -0.310, -0.469, -0.173, 0.122, 0.108, 0.158, 0.165, 0.114, 0.109, 0.117, 0.085, 0.092, 0.150, 0.163, -0.042, -0.270, -0.018, -0.060, -0.376, -0.079, -0.058, 0.916, -0.197, -0.508, 0.083, 0.085, 0.079, 0.121, 0.115, 0.093, 0.100, 0.068, 0.057, 0.059, -0.032, 0.068, -0.589, 0.239, -0.182, 0.102, 0.092, 0.084, 0.121, 0.114, 0.093, 0.107, -0.667, -0.054, -0.305, -0.036, -0.045, -0.061, -0.072, -0.464, 1.151, 0.034, 0.109, 0.091, 0.122, 0.118, 0.120]}


(5)
{"formula": "C4H5N3O", "method": "ωB97M-V with the def2-TZVPD basis set", "e_tot_ev": -10740.381, "mol_weight_da": 111.10, "fmax_ev_per_a": 5.46, "relative_energy_ev": 7.233, "e_homo_ev": -10.2, "elements": ["C", "C", "C", "C", "H", "H", "H", "H", "H", "N", "N", "N", "O"], "coordinates": [[-0.2687, -1.2681, 0.3362], [0.2337, 0.0756, 0.1562], [0.3825, 2.1747, -0.1132], [1.7637, 1.5017, -0.3702], [-2.4897, -1.1700, 1.0477], [-1.8870, -2.7789, -0.7339], [0.1082, -2.0304, -0.3673], [-0.1962, -1.7435, 1.3894], [2.7086, 1.9350, -0.6763], [-1.7671, -1.4320, -0.2654], [-0.5452, 1.1116, 0.2761], [1.6127, 0.2534, -0.3939], [0.3444, 3.3709, -0.2855]], "nbo_charge": [-0.336, 0.425, 0.609, 0.038, 0.344, 0.361, 0.239, 0.239, 0.218, -0.795, -0.466, -0.416, -0.459]}